Below is a 2-piece molecular cluster, C4HN3O overall at a distorted geometry, with properties calculated with ωB97M-V/def2-TZVPD.

For the HOMO-LUMO gap (spin up / spin down), the calculation gives 8.0 / 8.0 eV. The total energy comes out at -392.3402 Eh. For the molar mass, the calculation gives 107.1 g mol⁻¹. The calculation puts the energy above the lowest of the compared OMol25 structures with the same formula, charge and spin at 88.5 kcal per mole. For the largest force on an atom, the calculation gives 0.094 hartree/bohr.

Each atom is followed by the atoms it is bonded to, with distances in Å.
Cartesian coordinates (Å):
1 C 0.469 1.549 -0.190  C4 1.455, N5 1.142
2 C -0.452 -0.073 1.290  C4 1.458, N6 1.164
3 C 1.170 -1.182 -0.527  N7 1.134
4 C -0.485 0.457 -0.067  C1 1.455, C2 1.458, O8 1.304
5 N 1.325 2.272 -0.410  C1 1.142
6 N -0.562 -0.454 2.385  C2 1.164
7 N 1.651 -2.164 -0.831  C3 1.134
8 O -1.398 0.269 -0.978  C4 1.304, H9 1.042
9 H -1.717 -0.674 -0.671  O8 1.042